Record 1
Molecular formula: C29H57BiCl3N2O3PSi
Method: DFT, wB97M-V/def2-TZVPD

Structure (XYZ):
```
97
C29H57BiCl3N2O3PSi (wB97M-V/def2-TZVPD)
C -2.4523 5.2980 0.9629
C -1.8093 -3.6734 -0.7667
H 0.3790 0.8236 -1.3895
H 0.7221 -7.2223 2.3896
H 2.2700 -2.2018 1.1551
H -1.9091 -2.9253 0.0269
H 0.2203 -3.0872 -1.1484
H -2.8878 4.5861 1.6699
C -1.2281 -7.0309 0.3575
H 0.2696 -5.7226 3.2432
C 4.6997 -1.6869 0.5629
H 1.8938 1.5037 -2.0561
H 2.6816 -6.1548 2.0590
H 2.6611 6.7219 3.6100
H 0.9393 -5.0257 -2.4799
C -0.1234 -4.9085 -2.2382
C 1.8829 3.7347 2.8297
H -2.5835 0.7076 -2.5329
H 4.8289 -1.7661 1.6543
H 0.5000 6.7582 1.8977
H -0.9103 3.8712 2.3132
C 3.7819 0.3751 -0.4882
H -2.1290 4.1357 -1.5434
H -2.2313 -3.2597 -1.6912
C -5.3061 0.0251 -0.9297
Cl 2.1109 4.2234 -1.0245
H 4.8547 0.5918 -0.4332
H -5.7353 -0.3154 -1.8782
C -0.3360 -4.0325 -1.0046
H -0.5771 -5.9027 -2.1274
H 5.5909 -1.2242 0.1309
O -1.8520 0.1830 0.0068
H 2.6533 7.6384 2.0947
P 0.4676 -4.6779 0.5405
H 0.4942 5.5159 -2.9430
H 3.5115 0.2746 -1.5509
H 1.5438 2.6966 2.6798
Si 0.2868 3.3408 -1.5176
C 1.9194 -6.9799 -0.4950
H -1.5399 -5.2948 1.5704
C -3.1268 0.0627 0.0775
C -0.5006 6.0749 -0.2182
C 0.8043 1.6028 -2.0392
H -0.6062 -4.4174 -3.0938
C -0.2655 4.1867 1.4736
H -2.4007 -4.5577 -0.4945
H 1.9161 3.9251 3.9191
H 2.9068 -7.2739 -0.8760
H -5.6712 -0.6026 -0.1138
C -1.6458 3.1525 -1.5981
C -2.6559 7.0562 -0.6925
C -3.2357 6.2300 0.2794
H 4.0024 -5.8781 0.9104
H -3.9971 -0.2626 -3.0695
Cl -2.6406 2.0845 2.5682
H 4.5956 -2.7041 0.1610
H 0.5742 6.0153 -0.4031
H 2.9160 3.8088 2.4484
H -0.8855 -7.0602 3.1213
C 3.0197 -5.5131 1.2353
H -3.2765 7.7623 -1.2553
Bi -0.5389 0.9293 1.6796
H -2.1202 2.4952 -0.8581
H 2.4357 -4.9229 -0.7573
H 3.1487 -4.4943 1.6225
O -0.0339 3.0355 0.6698
H -3.6428 0.0925 1.0468
H 0.6690 3.9969 -3.8175
C -0.0971 -6.5182 2.5807
H -0.4395 -7.6974 -0.0095
O 1.2956 -0.5460 0.4254
C 1.0028 4.7179 2.1288
N -3.8501 -0.0699 -1.0099
H 3.4409 6.0653 2.1740
H -4.3028 6.3075 0.4955
N 3.5470 -0.8674 0.2240
H 0.4369 1.4410 -3.0619
C -0.6878 -5.9399 1.2859
Cl -0.9645 -1.1849 3.0598
H -5.6341 1.0548 -0.7370
C 2.3228 -1.2278 0.6276
H -2.5648 -1.0763 -2.3571
C 2.0437 -5.5625 0.0528
H 3.2147 1.2059 -0.0531
H -1.7786 -6.6296 -0.5037
C -3.2018 -0.1796 -2.3211
C -1.0837 5.2254 0.7190
C -1.2843 6.9905 -0.9367
H -0.8072 7.6282 -1.6809
H 1.6456 -7.7071 0.2783
C 1.2812 6.0301 2.1207
C 0.0895 4.5091 -3.0523
C 2.5741 6.6347 2.5217
H -1.8494 2.7436 -2.5997
H -0.9344 4.6210 -3.4190
H -1.9332 -7.6440 0.9389
H 1.2210 -7.0620 -1.3336
```

Values from the calculation:
calculated total energy: -100696.4384 eV
charge: 0
HOMO-LUMO gap: 7.644 eV
HOMO energy: -7.85 eV
energy relative to the best compared isomer or geometry (same formula, charge and spin): 56.3 kcal per mole
spin multiplicity: 1

These are the Mulliken partial charges, in e, on atoms 1 to 5: number 1, C, carries -0.461; number 2, C, carries -1.457; number 3, H, carries -0.041; number 4, H, carries 0.221; number 5, H, carries 0.621



Record 2
Molecular formula: C29H57Cl3N2O3PPmSi
Method: DFT, wB97M-V/def2-TZVPD

Structure (XYZ):
```
97
C29H57Cl3N2O3PPmSi (wB97M-V/def2-TZVPD)
Cl -1.0620 -2.5570 -6.3644
H -3.8334 1.0350 3.4483
H -2.3774 3.6451 1.1618
H -1.9590 -3.7957 0.4041
C 2.7517 -2.3286 -6.5492
H -2.9814 4.7554 -3.1632
H -0.7934 0.6549 5.4918
C -0.2187 1.3161 -10.1754
C -1.4771 2.8632 3.6208
H 3.0892 -3.7201 -9.2348
C -1.8669 -3.6100 -2.8344
H -0.0239 5.5380 -4.1732
C -0.8163 1.5927 -6.1847
C 1.1830 0.8600 -8.2127
C -0.6514 -2.0643 -1.4143
H 1.4760 -4.0256 -8.5563
Cl 2.7225 2.1872 -3.9522
H -3.1316 -0.7514 -7.2339
C -2.1230 -0.4921 -7.5958
H -1.6005 0.6552 -3.8554
H -4.1295 -0.5706 4.0901
P -0.8505 0.3707 2.2989
C -1.3693 -4.1894 -0.4257
H -2.0362 -1.4485 3.2330
H 0.0795 5.9792 -2.4656
H -3.2693 2.1376 1.4825
C 2.0449 -3.3571 -9.2193
H -1.1066 -3.6662 -3.6218
Pm 1.0350 0.3583 -3.3262
H -0.3455 -1.7463 -0.4022
H -1.7225 2.1118 -5.8524
C 1.4423 -0.7999 3.2364
H -0.6446 2.7066 4.3248
C -2.2844 2.5515 1.2161
H 0.1123 3.1652 -11.2309
C 0.2082 0.4634 -9.1432
H -2.5881 -1.2610 0.7342
C 1.8973 -1.9191 -8.8163
H -2.1359 0.4715 -8.0934
O -0.3601 -1.3457 -2.4115
C -1.2120 2.2088 2.2575
O 0.8544 -0.2509 -5.7158
H -2.3474 -4.5773 -2.6805
H 0.0612 1.9628 -5.6272
H 1.6319 -3.5086 -10.2262
H 0.8555 1.2087 3.7464
H 1.0360 -1.8209 3.2156
O -0.3570 2.0368 -2.4521
C -0.1221 3.2899 -2.5111
C 0.3744 0.2185 3.6863
H -2.2325 -1.0161 -3.8439
H -0.7759 -1.0597 5.0397
H -2.8125 3.3182 -2.1184
H 2.1509 -3.2262 -6.3549
H -0.1840 -0.5530 -9.1328
H -0.6387 1.8385 -7.2381
H -3.9608 -1.6609 1.7899
H 2.6093 2.3979 -7.7491
C 1.7172 -0.0604 -7.0631
C -0.5836 5.5461 -3.2269
H -1.8456 -5.0875 -0.8065
Cl 2.1514 -0.0227 -1.0258
H -0.2483 2.6050 1.8818
H 0.6603 -0.3169 5.7433
H 0.8998 3.6437 -2.3306
H 1.6679 -1.2463 -9.6461
H -2.6403 -2.8989 -3.1448
H -0.3806 -4.4664 -0.0496
H -2.8207 0.3919 4.7701
H -1.5541 3.9484 3.4483
H 2.8926 -1.7800 -5.6139
H -1.9885 2.2017 0.2178
C 0.4007 2.5434 -10.3790
H 3.7434 -2.6223 -6.9283
H -2.4202 2.5223 4.0784
C 1.4192 2.9283 -9.4981
H -2.9360 0.2145 -4.8828
N -1.2927 -3.2258 -1.5306
N -1.0237 4.2081 -2.8339
C -2.4290 -0.5151 2.7999
H 2.6343 0.4202 -6.6740
H -0.9868 0.9574 -10.8585
C -2.4279 3.8317 -3.0060
H -1.4655 6.1767 -3.3631
Si -0.9680 -0.4299 -6.0556
C -3.2289 -0.8799 1.5401
C -1.9873 -0.1648 -4.4880
C 2.0908 -1.4495 -7.5596
C -3.3303 0.1406 3.8349
H 1.9644 3.8534 -9.6781
C -0.1808 -0.1413 5.0598
H -1.8798 -1.2522 -8.3493
H -2.5927 3.1837 -3.8744
C 1.7857 2.1198 -8.4153
H -3.7882 -0.0191 1.1477
H 2.2830 -0.7882 3.9471
H 1.8150 -0.5632 2.2299
```

Values from the calculation:
calculated total energy: -111413.7493 eV
charge: 0
HOMO-LUMO gap (alpha / beta): 7.765 / 7.773 eV
HOMO energy (alpha / beta): -7.39 / -7.39 eV
spin multiplicity: 5

These are the Mulliken partial charges, in e, on atoms 1 to 5: number 1, Cl, carries -0.475; number 2, H, carries 0.262; number 3, H, carries 0.519; number 4, H, carries 0.280; number 5, C, carries -1.804



Record 3
Molecular formula: C29H57FN5O3Si4SnTe
Method: DFT, wB97M-V/def2-TZVPD

Structure (XYZ):
```
101
C29H57FN5O3Si4SnTe (wB97M-V/def2-TZVPD)
C -1.0737 0.1710 -0.4251
H -4.5353 -8.7175 2.1219
C -6.9036 -7.3273 2.0863
H -7.9613 -7.2803 2.3388
C 3.5636 5.1302 3.5359
H 5.0153 8.1274 -1.2334
H 2.0092 -1.1898 -2.2714
H -6.0001 -0.5440 0.9021
C 4.2136 7.8463 -1.9178
Si 4.0440 5.9978 -2.0703
H 2.5678 5.5623 3.6532
H 1.6081 6.3126 1.6340
H -6.7068 -5.3609 1.3025
H 6.8153 5.6413 2.9030
H 4.8748 8.1708 3.0287
N -6.5909 -8.7446 1.6777
H 3.3574 8.1334 2.1383
C 2.6658 5.4806 -3.2123
Sn 1.6019 -1.3155 0.4912
H -0.0615 4.6438 -1.9705
H -6.8025 -9.3817 2.4480
H -0.9204 3.2671 -1.2401
C -0.6164 4.3050 -1.0954
C -0.4778 3.8682 1.9909
H -1.5222 4.9114 -1.0045
H 2.4270 4.4209 -3.1073
H 4.1978 0.1900 -1.4971
H -6.3049 -7.1221 2.9721
H -0.9650 -4.8669 0.9831
N 2.2986 -0.7958 -1.3811
C -1.3990 -2.3579 0.1129
C -1.9880 -4.6935 0.6817
H 3.2355 -4.9936 -1.6826
H 4.0099 -0.9446 -0.1911
H -5.5029 -0.7725 -1.5227
H 1.6646 6.5640 -0.1514
C 3.1684 -3.9085 -1.5848
C -1.8833 -1.0983 -0.3072
H -5.4868 -8.1629 -0.7388
H 2.9690 5.6564 -4.2473
C -5.1533 -8.9129 1.2474
H 1.2777 -3.8704 -0.8262
H -5.9074 -2.4678 -1.5015
C -4.6508 -4.2650 -0.0011
H 0.1963 3.8442 2.8474
H -5.6785 -4.1152 -0.2942
F -2.5326 -6.8787 1.3009
N -5.1607 -6.5691 0.5784
H 4.1010 5.2930 4.4734
H 5.5719 4.0673 -2.4875
H 4.9177 -3.2461 -0.4356
Si 4.5075 5.9221 2.1385
H 5.4974 -1.4904 -2.2934
O -0.1792 -2.6294 0.3807
H -6.3786 -2.2629 1.0201
C 3.7842 -0.7878 -1.2506
C 4.4942 -1.8567 -2.0765
H 1.7594 6.0632 -3.0360
H 4.0068 -1.9570 -3.0535
H 2.3811 -4.0603 0.3344
H -0.8850 2.8705 1.8224
C -6.3722 -1.4051 0.3475
H 5.9964 5.4772 -3.4537
H 1.9356 0.1555 -1.3665
H 4.4606 8.2635 -2.8976
Te 2.4565 2.9402 0.1816
C 5.6662 5.1544 -2.4627
H -7.3987 -1.1960 0.0492
Si 3.5751 5.1269 0.0955
H -5.0240 -9.9437 0.9234
H 5.2386 -3.8610 -2.0403
H 6.3295 4.2207 1.9830
C -2.9049 -5.6878 0.7938
C 6.2691 5.3098 2.0159
C -4.8681 -7.9180 0.1370
N -4.1162 -1.9561 -0.5478
C -2.3795 -3.4223 0.2252
H 3.4576 4.0538 3.3913
O 0.1902 0.1078 -0.1236
C 1.0645 6.1897 0.6934
C -3.7270 -3.2106 -0.1001
H 0.2242 6.8912 0.7388
H -7.2180 -6.5456 0.0995
O -1.6290 1.1973 -0.7607
H 2.7351 -3.5360 -2.5162
C -5.5241 -1.6548 -0.8873
C 4.3901 7.7811 2.1298
H 3.2916 8.3251 -1.5838
C -6.5424 -6.3773 0.9504
H -1.3089 4.5402 2.2228
C 4.5401 -3.2556 -1.4621
H 6.7895 5.7142 1.1458
H 4.8957 8.2216 1.2696
H -3.5739 -0.0086 -0.9544
H -3.8327 -8.0167 -0.1712
H 6.4545 5.4197 -1.7562
H -7.2047 -9.0166 0.9047
Si 0.3755 4.4509 0.4575
N 2.1945 -3.5515 -0.5273
C -4.2621 -5.5148 0.4411
C -3.2181 -0.9757 -0.6224
```

Values from the calculation:
calculated total energy: -91926.7929 eV
charge: +3
HOMO-LUMO gap: 6.860 eV
HOMO energy: -13.88 eV
energy relative to the best compared isomer or geometry (same formula, charge and spin): 7.1 kcal per mole
spin multiplicity: 1

These are the Mulliken partial charges, in e, on atoms 1 to 5: number 1, C, carries 0.605; number 2, H, carries 0.424; number 3, C, carries -0.925; number 4, H, carries 0.415; number 5, C, carries -1.005



Record 4
Molecular formula: C29H58BCl2N8O39
Method: DFT, wB97M-V/def2-TZVPD

Structure (XYZ):
```
137
C29H58BCl2N8O39 (wB97M-V/def2-TZVPD)
H 7.2549 -13.5182 0.7960
H 4.9047 -23.1987 -17.9991
O 15.0681 -13.5758 -12.7876
H 4.3404 -22.3798 -16.4227
H 7.7368 -12.4315 -0.4548
H 15.9304 -18.1773 6.0154
O 9.7196 -14.3833 -0.5732
H 7.3627 -11.7531 1.1016
H 19.8556 -25.1379 -5.7645
O 13.9191 -20.5501 -4.2029
O 22.8518 -17.0906 -3.1347
H 13.0494 -14.3739 1.3919
O 17.1415 -21.6522 -3.4194
H 20.0925 -17.7379 -2.0489
H 4.9414 -21.4997 -17.7948
C 9.9811 -13.6844 0.4435
H 16.5673 -27.3276 -0.9023
N 21.9332 -17.8663 -3.1361
H 15.7068 -26.5809 -10.3714
C 12.4888 -22.9699 -6.2550
C 9.3346 -18.4045 -3.8895
O 8.7425 -23.7317 -1.6391
O 12.8557 -21.8732 -8.4667
H 13.8995 -16.2588 -9.8202
C 16.2661 -25.9546 -9.6764
O 15.2413 -19.4144 -2.6618
H 8.6300 -20.1248 -14.7204
O 21.3343 -27.5195 -6.2372
H 16.5443 -20.6618 3.1255
H 8.7838 -26.8564 -1.2843
H 17.8414 -19.7607 2.3791
O 14.0711 -21.3560 -6.6462
H 11.4621 -19.9167 1.1640
C 14.9438 -12.7498 -13.9950
O 8.1776 -21.9491 -15.5245
O 11.0861 -13.7681 1.1315
O 9.2025 -24.6226 0.2558
H 10.2924 -18.0188 -3.5402
C 9.3192 -25.9998 -1.6939
C 16.0397 -21.3734 -3.9695
O 10.0528 -18.7760 2.9021
H 6.4761 -23.2122 -5.3254
O 13.5318 -15.1017 -13.5027
C 6.8002 -21.8307 -15.7173
C 20.5770 -25.5533 -5.0608
N 11.0347 -19.4426 3.1989
H 12.4112 -14.8511 -0.0982
C 13.1316 -21.9754 -7.2524
H 18.0809 -20.5230 4.0426
C 14.2248 -14.5678 -12.6229
B 14.1184 -21.6579 -5.1918
H 14.2859 -16.9081 -11.4909
O 5.3717 -26.0010 -10.5208
N 15.7396 -25.4536 -0.2600
C 11.8264 -20.2051 2.1500
H 3.9463 -23.9748 -5.2152
N 16.4193 -26.8337 -8.4590
H 7.8656 -25.6661 -10.4496
O 17.1054 -27.8209 -8.5909
H 6.0018 -24.1242 -6.7274
H 16.5412 -12.7086 -4.5916
O 18.3703 -17.2943 3.2618
O 16.8307 -18.8632 4.0489
O 16.6638 -16.7185 4.7150
O 17.0802 -13.7684 -6.4146
O 9.1625 -12.7860 1.0600
H 19.6953 -12.8831 -9.3460
C 20.6545 -17.2066 -2.8170
H 10.3779 -26.2280 -1.5705
N 6.0093 -25.9463 -11.5750
H 9.3972 -19.3890 -4.3530
H 16.8285 -25.9220 -1.8925
O 5.5179 -26.1319 -12.6562
O 13.0254 -22.6637 -5.0659
C 5.7608 -23.2332 -6.1476
O 16.4980 -25.4283 0.6884
O 16.8982 -11.6175 -7.0433
H 20.1947 -17.1821 -3.8050
H 9.8846 -21.4092 -14.5491
O 11.5185 -19.5439 4.3046
H 14.3945 -13.2050 -14.8191
C 7.8302 -12.6100 0.6164
H 7.9693 -26.2684 -12.1411
H 15.9012 -12.4786 -14.4399
O 15.4303 -22.1997 -4.8233
H 12.6923 -16.2073 -11.0222
C 4.2981 -23.1031 -5.7670
C 15.0422 -20.2913 -3.5566
H 14.3949 -11.8461 -13.7302
N 9.0514 -24.7072 -0.9814
O 20.2332 -27.8383 -4.4407
C 5.0589 -22.4310 -17.2408
C 16.0602 -26.4726 -1.3497
Cl 6.2486 -21.7959 -6.9822
O 7.9980 -16.7918 -5.0094
H 8.4922 -21.4403 -13.5759
H 9.0037 -25.8744 -2.7296
H 15.3631 -13.7937 -5.3249
O 16.0557 -26.3814 -7.4011
H 15.7667 -25.0527 -9.3225
H 11.7375 -21.2818 2.2944
H 7.6537 -24.6024 -11.7504
H 12.8698 -19.8905 2.1713
C 7.4285 -25.6249 -11.4472
O 14.7430 -24.7550 -0.4326
H 20.3022 -25.2648 -4.0462
H 4.1555 -22.2676 -5.0817
O 18.2488 -13.0961 -8.0773
C 17.4067 -20.0311 3.3414
O 14.3225 -14.8977 -11.2965
H 15.7039 -16.5225 6.4982
N 9.0730 -17.3710 -4.9563
Cl 3.2633 -22.9137 -7.2534
H 8.5591 -18.3892 -3.1237
C 12.1235 -14.7387 0.9471
C 17.3406 -17.6020 3.8829
H 17.2745 -25.7456 -10.0338
H 19.3699 -11.3818 -8.4564
H 18.2816 -11.8602 -9.7711
O 11.6283 -23.8078 -6.5479
H 14.6656 -17.1009 5.2722
O 21.9915 -19.1001 -3.2335
C 18.9106 -12.2313 -8.9619
H 11.9129 -15.7016 1.4123
H 16.6378 -14.3900 -4.3448
H 20.7566 -16.2311 -2.3416
C 15.6907 -17.1851 5.6329
C 8.8175 -21.1900 -14.5857
H 21.5526 -25.1126 -5.2657
N 20.7158 -27.0874 -5.2903
O 6.0880 -21.1714 -14.9870
O 6.4213 -22.4797 -16.7361
C 13.7737 -16.1508 -10.8975
O 9.9757 -17.2525 -5.7501
C 17.3668 -12.7518 -7.1845
C 16.4246 -13.6545 -5.1205
H 15.2094 -26.8836 -1.8930
```

Values from the calculation:
calculated total energy: -148489.1729 eV
charge: -1
HOMO-LUMO gap: 9.091 eV
HOMO energy: -7.71 eV
spin multiplicity: 1

These are the Mulliken partial charges, in e, on atoms 1 to 5: number 1, H, carries 0.286; number 2, H, carries 0.230; number 3, O, carries -0.277; number 4, H, carries 0.319; number 5, H, carries 0.299